(1)
Here is a 2-piece molecular cluster, C3H8N4 overall from OMol25. Energies are from wB97M-V/def2-TZVPD.

Cartesian coordinates (Å):
C1 0.8367 -0.3613 0.7294
C2 -1.1103 0.8678 1.4906
C3 1.4853 -1.2187 -2.6387
N1 1.5180 -0.4133 -1.5413
N2 1.0984 -0.6318 -0.4550
N3 -0.7994 2.0583 1.9091
N4 -2.2117 0.2733 1.3305
H1 1.2124 -0.9769 1.6150
H2 2.4207 -1.8519 -2.8217
H3 1.1998 -0.7793 -3.6462
H4 0.7670 -2.1646 -2.5280
H5 0.1369 2.3193 1.5984
H6 -1.2141 2.8068 2.4706
H7 -2.1779 -0.7391 1.3101
H8 -3.1618 0.8115 1.1772

The net charge is +2. For the HOMO-LUMO gap (spin up / spin down), the calculation gives 7.3 / 7.7 eV. The calculation puts the HOMO energy (spin up / spin down) at -18.75 / -18.93 eV. The LUMO energy (spin up / spin down) comes out at -11.5 / -11.2 eV. The multiplicity is 1.

***

(2)
Here is C3H8N4O as an isolated structure from OMol25. Energies are from wB97M-V/def2-TZVPD.

Cartesian coordinates (Å):
C1 -1.4300 -0.9032 -0.1980
C2 0.0878 -1.7695 0.0408
C3 2.5779 0.6785 -0.2232
H1 -2.9108 2.2118 -0.7791
H2 -2.0642 1.4442 1.2735
H3 -0.2545 0.7330 -0.9245
H4 0.6277 -1.9434 -1.0634
H5 -0.2165 -2.5489 0.6848
H6 0.5229 0.0303 1.4881
H7 2.2993 1.4254 0.9879
H8 3.2917 1.0612 -1.1364
N1 -1.8018 1.6961 0.1948
N2 -1.0568 0.4387 -0.4071
N3 1.0844 -0.7686 0.6341
N4 1.9027 -0.5424 -0.3937
O1 -2.6596 -1.2433 -0.1787

The net charge is 0. For the HOMO-LUMO gap, the calculation gives 8.2 eV. The calculation puts the HOMO energy at -8.52 eV. The LUMO energy comes out at -0.3 eV. The multiplicity is 1.

***

(3)
Here is a single C3H8N4O molecule from OMol25. Energies are from wB97M-V/def2-TZVPD.

Cartesian coordinates (Å):
C1 -3.2955 -0.0774 -0.1314
N1 -1.9575 0.2243 0.1330
N2 -0.9686 -0.5878 0.0671
C2 0.1465 0.1509 -0.0162
N3 1.3050 -0.2700 -0.0700
C3 2.0354 -1.5327 -0.0382
N4 0.0796 1.5308 -0.3102
O1 1.3374 2.2044 0.0181
H1 -4.2180 0.7314 -0.0332
H2 -3.7599 -1.2677 -0.1141
H3 2.0303 0.7371 -0.0059
H4 3.2267 -1.2882 -0.3839
H5 1.8654 -2.2988 0.8950
H6 1.5070 -2.0616 -0.8988
H7 -0.7916 1.8645 -0.0068
H8 1.4578 1.9409 0.8955

Its SMILES is C=N/N=C(/NC)NO. The net charge is 0. For the HOMO-LUMO gap, the calculation gives 8.0 eV. The calculation puts the HOMO energy at -7.70 eV. The LUMO energy comes out at 0.3 eV. The multiplicity is 1.

***

(4)
Here is C3H8N4O as an isolated structure from OMol25. Energies are from wB97M-V/def2-TZVPD.

Cartesian coordinates (Å):
C1 0.1224 -0.6073 0.2290
C2 -0.8602 1.8424 -0.6285
C3 -0.5252 0.5054 -1.4969
H1 1.7872 -2.2787 2.0861
H2 0.3411 -1.7596 2.9195
H3 -0.0851 -2.7573 -0.1923
H4 1.1863 2.1014 -0.3608
H5 -1.0508 2.8095 -1.1281
H6 -1.7605 1.4994 0.0588
H7 0.6688 0.2074 -1.7401
H8 -1.2440 0.7887 -2.4406
N1 0.6697 -2.2177 1.9186
N2 0.4044 -1.8822 0.6154
N3 0.7980 0.4846 0.6702
N4 0.3586 1.8768 0.2766
O1 -0.8107 -0.6128 -0.7868

The net charge is 0. For the HOMO-LUMO gap, the calculation gives 8.9 eV. The calculation puts the HOMO energy at -8.08 eV. The LUMO energy comes out at 0.8 eV. The multiplicity is 1.